# C4H2O2

One molecule with the formula C4H2O2 at a distorted geometry (ωB97M-V with the def2-TZVPD basis set, OMol25).

Geometry as XYZ:
```
8
Properties=species:S:1:pos:R:3:forces:R:3:nbo_charge:R:1
C 0.447736 0.216408 0.383858 -0.017 -0.289 0.077 -0.026
O 1.163892 -0.323620 2.514404 0.816 1.876 -2.215 -0.457
H 2.156067 1.221143 1.452393 -1.205 -1.398 0.119 0.161
H -1.561203 -1.564319 -1.653508 0.902 3.009 -0.155 0.138
C 1.344102 0.388576 1.514611 0.184 -0.561 2.137 0.336
C -0.373386 -0.096955 -0.440267 0.113 0.809 -0.929 -0.054
O -1.898976 0.501020 -2.207282 1.860 -1.708 1.391 -0.460
C -1.278232 -0.342254 -1.564210 -2.654 -1.738 -0.425 0.362
```
Positions in Å, forces in eV/Å.

SMILES: O=CC#CC=O
HOMO-LUMO gap: 9.66 eV
ΔE to the lowest compared entry with this formula, charge and spin: 0.9241 eV